Formula: C27H43BClF7N4O12S3
Source: OMol25
Level of theory: ωB97M-V with the def2-TZVPD basis set

```
98
C27H43BClF7N4O12S3, DFT ωB97M-V with the def2-TZVPD basis set
C 2.0590 -0.8883 0.7147
O 3.2926 -3.8173 -1.2490
S -4.8403 -4.8859 -0.4851
H 0.4513 -2.1370 0.9938
C 2.7778 6.5178 0.7738
H -0.8911 -0.8308 1.9366
H 3.4305 -2.2794 -3.1462
C -2.0066 0.9726 1.9743
S -4.2519 -7.2842 -1.6233
H -1.6532 5.6759 -1.0746
H -0.9611 1.5766 -1.0543
C 4.5672 5.5292 -0.3956
H 2.8061 1.0429 2.3944
F -4.9549 -3.0473 -2.3204
H -0.1475 3.0300 1.4172
H -0.5571 4.4952 -1.8258
C -3.0654 0.7788 0.8992
N -2.2677 -1.4673 -1.7969
O 0.4546 -5.0685 -0.4231
H 2.8126 -4.1209 1.4334
C 1.7717 -4.4325 1.4188
C 2.7155 -1.8682 -2.4417
H 1.7209 -5.4978 1.6149
H 3.1578 3.3917 -1.0223
H -2.5709 -2.8507 0.1821
H 4.6248 -1.2985 2.9471
Cl -3.0037 5.5285 -3.7431
C 3.2987 3.3558 0.0586
C -1.4899 4.6216 -1.2852
F -4.2459 -9.0767 -3.5297
O -4.0612 4.2198 -1.5052
F -4.1329 -7.0416 -4.2506
F 0.3559 -0.4192 -1.8215
C 2.3657 1.3708 1.4566
C -0.6886 0.2230 1.7657
H 4.0812 5.4573 -1.3703
C 1.1309 -4.2296 0.0743
H 1.1894 -3.9282 2.1888
O 4.0640 6.6558 0.3335
H 3.1269 -0.9634 -1.9952
C -4.6853 -7.8351 -3.3248
S -2.8725 4.1211 -2.2890
H 0.7500 1.8029 -1.0330
H 2.0417 6.9075 2.7400
H 5.6065 5.7778 -0.5922
C 0.9673 -1.7545 0.1075
C -1.5725 3.8132 0.0274
H 2.0148 -2.4366 3.5655
H -1.8781 2.0415 2.1397
H -2.7159 1.0594 -0.0976
C 0.1063 0.4646 0.4630
F -5.7032 -2.4286 -0.3849
O -5.6736 -5.2394 0.6258
H -3.2991 -0.2853 0.8332
H 1.8150 -1.6427 -3.0007
H -4.9750 0.8487 1.2516
H 1.9938 5.2100 2.2839
O 1.8445 6.7504 0.0540
H 3.6416 -2.2931 0.6691
N -4.9046 -5.8401 -1.7332
H 0.5421 3.7417 0.0033
C -0.1204 1.7193 -0.3815
C 3.4803 1.9037 0.5188
F -6.0065 -7.8237 -3.5214
H 3.6208 1.2174 -0.3148
H -2.4440 0.6047 2.9026
N 1.2841 -2.9584 -0.6547
C 0.0159 -0.7407 -0.5210
C -5.6602 -3.4433 -1.2641
H 2.4147 3.8066 0.4992
C 3.5937 -1.3789 2.6020
N 1.5702 0.2912 0.8710
H -1.7953 4.4917 0.8465
C 2.4708 -2.9387 -1.4163
H 4.1950 -0.6600 0.6715
C 4.5346 4.2054 0.3619
O -2.5827 2.8254 -2.8271
H 4.4116 1.8469 1.0841
H -0.0311 0.5140 2.5896
H -1.8930 -1.9605 -2.5993
C 2.5610 -1.4999 3.5131
C 2.5790 6.1246 2.2139
H 5.4251 3.6383 0.0886
H 2.2995 -0.6573 4.1440
C -0.2607 3.0867 0.3361
H 1.7253 2.2042 1.7218
F -6.9082 -3.6833 -1.6623
O -1.8179 -2.2704 0.4273
B -1.4054 -1.5362 -0.6273
O -4.9288 -8.2010 -0.7542
O -2.8173 -7.3034 -1.5859
O -3.5263 -4.3703 -0.1564
H -2.4203 3.1361 -0.0340
H 3.5446 5.9372 2.6741
O -4.2456 1.4725 1.2507
H -2.4337 -0.4960 -2.0465
C 3.4296 -1.3049 1.0939
H 4.6323 4.4081 1.4286
```

Computed properties:
LUMO in Eh: -0.0816
F_max in hartree/bohr: 0.04968
Total charge: 0
Gap between HOMO and LUMO in eV: 6.126
HOMO in eV: -8.348
Molar mass in g mol⁻¹: 891.11
Total energy in eV: -123949.3634

Mulliken charges in e: -0.048, -0.571, 0.890, 0.201, 0.753, 0.489, 0.461, -1.056, 0.965, 0.508, 0.912, -0.755, 0.818, -0.219, 0.831, 0.475, -0.221, -0.218, -0.535, 0.288, -0.821, -0.856, 0.468, 0.445, 0.456, 0.416, -0.246, 0.608, -0.903, -0.219, -0.535, -0.238, -0.534, -1.755, -0.881, 0.346, 0.461, 0.114, -0.396, 0.052, 0.669, 1.165, 0.808, 0.369, 0.355, -1.446, -0.962, 0.335, 0.377, -0.185, 0.685, -0.234, -0.662, 0.636, 0.237, 0.469, 0.136, -0.520, 0.424, -0.313, -0.044, -1.266, -0.945, -0.237, 0.372, 0.604, 0.935, 0.204, 0.662, -1.026, -0.455, 1.530, 0.494, 0.761, 0.543, -0.853, -0.528, 0.614, 0.420, 0.223, -0.763, -0.873, 0.578, 0.289, -0.820, 0.815, -0.238, -0.396, -0.024, -0.653, -0.623, -0.702, -0.122, 0.345, -0.556, 0.201, -1.036, 0.276

Formula: C27H43Cl2CuF9N3O5Si
Source: OMol25
Level of theory: ωB97M-V with the def2-TZVPD basis set

```
91
C27H43Cl2CuF9N3O5Si, DFT ωB97M-V with the def2-TZVPD basis set
H -3.6157 -1.1205 -4.4987
H 3.7034 -0.5104 -0.6906
H 1.4612 1.5658 -2.6368
H -4.5114 1.0009 -1.3874
F 2.9763 4.3553 2.7152
H -4.3342 -0.7760 -2.9093
H -4.1155 -3.9292 -2.2984
C 1.3599 0.1879 2.1333
H 2.0445 -3.1880 -1.6477
H -5.5441 0.4703 -0.0265
C 1.5371 2.5854 2.1772
C 2.8060 3.0018 2.7940
H -9.3125 -4.1512 2.7545
C -5.6152 -5.8906 -0.4809
H -8.1245 -5.6747 0.6333
H -4.1978 -8.4870 -2.1696
C -6.6536 -4.3804 1.4306
C -4.3349 -4.0691 -3.3679
H -5.1334 -2.9646 -6.4618
F 2.8791 2.6284 4.0986
H -0.0415 -2.8898 -0.0861
C 2.4590 2.0066 -2.5667
H -3.8153 -7.0039 -0.1953
H 4.7137 1.5911 -0.1343
H 4.5234 2.9015 -1.3390
H -7.7764 -6.2394 -3.0963
H 1.4732 -3.9086 -3.1939
N 0.0385 -2.8464 -2.1393
H -2.2694 -0.6959 1.2907
C -4.9144 -7.6953 -1.9375
H 2.3935 3.0570 -2.2626
C -5.4246 -5.0965 0.8111
H -1.5172 -2.8622 -3.5706
H -4.8052 -5.0549 -3.4727
C -2.6562 1.7808 1.0084
C -0.5424 -2.3841 -3.3912
H -6.2496 -8.1758 -3.5800
H -4.8905 2.1426 -0.0811
H -2.8654 1.9351 2.0784
F 1.9784 -0.4732 3.1118
C -6.2793 -3.1676 2.2261
H -0.6819 -1.2952 -3.3540
H 5.3260 1.3671 -1.7922
H 0.9918 -4.6346 -1.6168
C -0.5837 -2.6102 -1.0020
O -4.4951 -4.0922 0.6897
H -10.0219 -4.4861 1.1724
H -6.7316 -2.2505 -6.0829
C 1.0753 3.1774 0.9146
N 3.2195 1.2838 -1.5655
O -1.7670 -2.1599 -0.9332
O -3.9106 -1.5098 0.3054
C -6.0005 -3.0198 -5.7914
H -5.0971 -5.8297 1.5790
F 2.1373 3.7391 0.2527
O 0.9544 1.4413 2.6066
F 3.8681 2.4101 2.1418
H 0.1629 -2.6533 -4.1809
F 0.1085 4.1395 1.0435
H -7.2936 -4.7477 -1.1691
O 1.9182 -0.5967 -1.7046
N -3.5000 0.7218 0.4624
H -5.8924 -2.3656 1.5843
H -5.4715 -3.4223 2.9211
C -6.9060 -6.4341 -2.4695
H -5.1899 -0.2880 -4.3898
C -7.9204 -4.7610 1.1968
F 0.2614 -0.4797 1.7464
C 2.9265 -0.0144 -1.3070
C -4.5614 -1.0679 -3.9407
H -3.3723 -4.0930 -3.9010
C -3.1949 -0.5471 0.7060
Cl -7.1252 -2.5915 -2.9255
C -9.1461 -4.0525 1.6700
Cl -1.8908 -5.1440 -0.1659
H -7.1352 -2.7826 2.7827
Si -5.4476 -2.7109 -4.0279
Cu -3.0758 -3.3197 -0.0096
H -1.6010 1.5068 0.8996
C 1.2157 -3.7002 -2.1525
C -4.7068 -6.8918 -0.8155
H -9.1393 -2.9773 1.4308
F 0.5509 2.2025 0.0976
C -4.6872 1.0926 -0.3052
C 4.5202 1.8165 -1.1907
C -6.0463 -7.5004 -2.7430
F 2.1964 0.2979 1.0754
C -6.6576 -5.6083 -1.3612
H 2.9569 1.9623 -3.5471
H -6.4652 -4.0133 -5.8945
H -2.8505 2.7064 0.4611
```

Computed properties:
LUMO (alpha / beta) in Eh: 0.0831 / 0.0829
F_max in hartree/bohr: 0.06500
Total charge: -1
Gap between HOMO and LUMO (alpha / beta) in eV: 6.072 / 6.065
Spin multiplicity: 2
HOMO (alpha / beta) in eV: -3.810 / -3.810
Molar mass in g mol⁻¹: 823.18
Total energy in eV: -145428.4658

Mulliken charges in e: 0.301, 0.345, 0.192, 0.255, -0.307, -0.264, -0.434, 0.725, 0.281, 0.301, -0.875, 0.967, 0.320, 0.238, 0.532, 0.378, 0.386, -0.005, 0.317, -0.296, 0.733, -1.004, 0.356, 0.310, 0.290, 0.359, 0.309, 0.531, 0.311, -0.793, 0.324, -0.384, -0.114, 0.153, -0.806, -0.493, 0.351, 0.448, 0.280, -0.295, -1.437, 0.239, 0.301, 0.306, -0.385, -0.107, 0.379, 0.278, 1.031, 0.459, -0.346, -0.250, -1.030, 0.300, -0.357, -0.480, -0.255, 0.449, -0.320, 0.710, -0.645, 0.310, 0.051, 0.344, -1.127, 0.321, -0.079, -0.125, -0.057, -0.460, 0.389, 0.123, -0.301, -1.586, -0.516, 0.479, 0.474, -0.261, 0.101, -0.934, -0.145, 0.308, -0.174, -0.978, -0.911, -0.502, -0.167, 0.267, 0.384, 0.282, 0.420

Formula: C27H43Cl2CuO13
Source: OMol25
Level of theory: ωB97M-V with the def2-TZVPD basis set

```
86
C27H43Cl2CuO13, DFT ωB97M-V with the def2-TZVPD basis set
H 0.0153 4.3028 -3.8982
C -4.7615 -0.8013 -5.0289
H 1.1094 0.7390 0.4435
C -2.7787 3.3757 -4.5057
H 3.6537 -4.8067 -1.1121
H -3.9662 -0.4295 -5.6750
C 3.8261 0.5504 -1.3556
H -0.6800 4.3874 -2.3364
C -1.9722 -1.7410 2.6113
H 3.4346 1.2539 0.6139
C 0.9893 -0.1548 4.4577
H -1.0086 0.5474 4.5246
C 5.6158 1.0186 0.1691
C -1.9151 5.3633 -3.8164
O 7.2233 0.8394 -1.7729
O -4.3447 0.4378 -1.7335
O 4.8912 -2.1273 1.5635
H 5.6576 0.0998 0.7540
Cl -1.4479 5.2206 2.0001
H -0.1730 0.8992 2.9830
Cu -4.0097 0.7724 0.4480
C -0.6616 0.4513 -0.6929
H -0.7401 -3.1746 3.7423
H -0.4727 1.3931 -1.2080
H -2.5256 -1.1314 -3.2331
C -1.6872 -3.1101 3.2068
C 0.3957 2.1598 4.7664
H -3.6870 -2.7196 -4.8265
H 0.6463 1.5363 6.8025
H -1.0465 -0.3019 -1.3805
H -2.4375 -3.3104 3.9716
H 3.0895 0.9977 -2.0230
C -1.7139 -4.1476 1.9977
H -1.3716 6.0826 -4.4289
C -0.6883 3.7413 1.4096
C -0.0768 0.8818 4.0686
H 1.0513 2.7688 4.1440
H 2.1545 -2.3937 0.2940
H 2.2873 -2.7499 1.9984
O -2.6656 -3.5258 1.1456
H -3.4925 -1.9948 -2.1012
H -1.2447 2.0642 -3.9874
H 3.4906 -0.3998 -0.9400
O -5.0453 0.1036 -3.8958
C 6.0989 0.7453 -1.2685
O 1.1869 -1.2831 4.0460
C 2.6140 -3.0746 1.0105
H 1.5114 -4.7864 0.0437
C 1.2301 1.6102 5.8850
H 2.1937 -5.1822 1.5649
H -0.7465 -4.2340 1.5030
C 2.3661 -4.5653 0.6830
H 6.2329 1.6887 0.7676
C 3.6836 -4.9113 -0.0276
C -3.5528 -1.4383 -3.0365
H 0.6367 -0.9563 0.4625
O 4.5860 -4.1241 0.6054
H -2.4578 -1.0565 3.3068
H -2.0252 -5.1604 2.2536
O -3.4740 2.5964 -5.1408
H -1.1913 3.4490 0.4879
H -2.4276 5.8802 -3.0050
H -0.5974 2.9556 2.1596
C -0.9464 4.2660 -3.3863
O -2.8613 4.7277 -4.6346
C 4.1382 -3.0095 1.1131
H 4.1277 2.4940 -0.3818
C 4.1773 1.4270 -0.1649
O 5.0476 0.4732 -2.0347
O 1.6348 0.2927 5.4505
H -5.1266 -2.6784 -3.9251
C -1.6970 2.9306 -3.5048
H -2.2261 2.6532 -2.5932
C -4.3174 -2.0313 -4.2636
C -2.8919 -2.2123 1.4815
C 0.6996 -0.0672 -0.1650
H -1.1013 -1.1479 2.3321
H 2.1205 2.1972 6.1100
H -5.6839 -1.0323 -5.5617
O -3.7573 -1.4820 0.9617
H 3.9385 -5.9453 0.2048
H 1.3555 -0.2927 -1.0058
Cl 1.0501 4.1246 0.9386
O -1.6776 0.6429 0.2144
C -4.3302 -0.1913 -2.7672
H -0.4576 2.7404 5.1170
```

Computed properties:
LUMO (alpha / beta) in Eh: 0.0076 / -0.0732
F_max in hartree/bohr: 0.08380
Total charge: 0
Gap between HOMO and LUMO (alpha / beta) in eV: 6.188 / 6.379
Spin multiplicity: 3
HOMO (alpha / beta) in eV: -5.982 / -8.371
Molar mass in g mol⁻¹: 710.08
Total energy in eV: -124993.8381

Mulliken charges in e: 0.297, -0.302, -0.024, 0.250, 0.259, 0.228, 0.218, 0.115, 0.865, 0.124, 0.467, 0.144, -0.351, -0.374, -0.623, -0.242, -0.663, 0.103, -0.181, -0.755, -0.465, -0.152, 0.364, 0.015, 0.177, -0.710, -0.503, 0.363, 0.241, -0.020, 0.298, 0.247, -0.037, 0.253, 0.921, 0.900, 0.249, -0.449, 0.204, -0.351, 0.259, 0.352, -0.217, -0.310, 0.496, -0.568, 0.605, 0.409, -0.514, 0.319, -0.072, -0.690, 0.348, -0.502, -0.176, -0.282, -0.358, 0.261, 0.322, -0.559, -0.105, 0.295, -0.460, -0.417, -0.362, 0.523, 0.262, -0.196, -0.386, -0.398, 0.295, 0.197, -0.079, -0.737, 0.267, -0.070, -0.627, 0.364, 0.343, -0.464, 0.327, 0.492, -0.206, 0.203, 0.344, 0.374

Formula: C27H43NO18S2
Source: OMol25
Level of theory: ωB97M-V with the def2-TZVPD basis set

```
91
C27H43NO18S2, DFT ωB97M-V with the def2-TZVPD basis set
C 7.8845 1.8454 0.4767
O -2.4744 -0.3491 2.3913
O 5.9243 0.5519 0.3145
H -3.5645 -4.0038 0.8222
H 7.7381 -0.1980 -0.3010
C 4.5683 -2.9078 -4.0927
H 2.4181 -0.0211 -0.0101
C -5.1734 -5.2552 1.6254
H -3.3815 1.5227 2.2880
H -4.6684 -0.7675 2.6425
O -6.1159 -2.2327 3.2003
H -3.1936 -0.4603 -0.0227
H -5.8978 3.7110 7.0827
H 5.6871 -4.4793 -5.1250
O -5.6469 2.4789 2.7911
H 7.2220 2.5116 2.4614
H 7.0274 1.0254 -1.3632
H -7.9521 3.6240 5.7429
H -7.1723 -4.5532 2.2050
C 1.0706 4.2754 -2.8816
H 1.4405 3.5413 -2.1645
H -5.2562 -5.9555 2.4573
H 0.6462 -2.2900 -0.5732
H 2.4018 -2.1953 1.1214
H 7.9221 0.8736 2.4375
C -5.9321 2.9788 6.2794
H -3.0490 0.0799 -2.3992
C 7.3277 1.5998 1.8817
H -7.8683 1.9539 6.3269
N -4.7563 -0.0405 1.9441
C -5.6003 -3.1427 2.6210
C 7.1964 0.7485 -0.3263
C 2.7210 -2.1822 0.0820
O -4.2630 -3.3399 2.6443
H 1.6164 2.2224 -4.7825
H -5.4980 2.0507 6.6518
O 7.7335 -2.1871 -2.6896
S -1.2379 -0.5537 1.4386
C -6.2615 -4.1855 1.7425
C -0.2877 3.8174 -3.3803
H 0.9931 5.2485 -2.4069
H 2.9658 4.1166 -4.0092
H -3.7190 1.5855 -3.1254
H 3.5922 -2.8339 -0.0123
H 3.9255 -2.7774 -4.9597
O -1.3342 3.8804 -2.8074
H 5.3818 -0.9928 -3.4120
H -2.0959 1.6191 -2.4763
H 6.0730 -1.5706 -4.9505
C 5.9654 0.9874 1.5979
H -6.4931 -3.7271 0.7803
H 1.6175 -3.7114 -1.0173
C -3.4674 0.5643 1.7922
O -3.4466 2.9975 -0.5302
H -3.0801 -4.9780 2.2183
S -3.7443 1.6552 -0.8234
H -5.2957 4.4812 4.8184
O -0.1605 3.2580 -4.6086
O 1.9699 -2.0024 -2.1444
C 3.0599 -0.7881 -0.4470
H -5.4295 0.6624 2.2325
C -2.9943 0.5346 0.3599
C -3.9014 -4.4252 1.7709
H 7.5595 2.8239 0.1212
O -5.1104 1.3096 -0.8388
C -5.2079 3.4099 5.0032
C 1.2264 3.2191 -4.9973
O -0.0919 -0.3814 2.2208
C -7.3423 2.7190 5.7631
H 1.2967 3.4008 -6.0664
C 1.6350 -2.6321 -0.8867
O -1.5562 0.6612 0.4880
C 1.9048 4.2993 -4.1628
C 5.6847 -1.8708 -3.9761
C -5.9807 2.6724 3.9268
H 4.1023 -0.5232 -0.3091
O 5.0507 0.8511 2.3524
C 5.3576 -4.2120 -4.1188
C 6.7724 -2.6367 -3.2417
H -5.2064 -5.8274 0.7011
H 8.9692 1.8078 0.4099
O -1.2467 -1.8047 0.7916
H -4.1616 3.1187 4.9922
H 1.7975 5.2678 -4.6526
O -7.1671 2.2617 4.4085
O 6.5252 -3.9657 -3.3113
H 3.9388 -2.8707 -3.2030
C -3.0692 1.1588 -2.3794
C 2.7462 -0.9158 -1.9246
O 3.0876 -0.1874 -2.8151
H 4.8089 -5.0495 -3.6960
```

Computed properties:
LUMO in Eh: 0.0222
F_max in hartree/bohr: 0.04482
Total charge: 0
Gap between HOMO and LUMO in eV: 10.042
HOMO in eV: -9.439
Molar mass in g mol⁻¹: 733.76
Total energy in eV: -88711.8283

Mulliken charges in e: -0.489, -0.352, -0.284, 0.191, 0.245, 0.057, 0.355, -0.488, 0.235, 0.134, -0.621, 0.454, 0.324, 0.258, -0.734, 0.311, 0.277, 0.272, 0.328, -0.413, 0.189, 0.270, 0.008, 0.438, 0.257, -0.513, 0.412, -0.492, 0.322, -0.450, 0.639, -0.418, -0.703, -0.302, 0.149, 0.277, -0.593, 1.053, -0.513, 0.576, 0.331, 0.329, 0.444, 0.279, 0.441, -0.570, 0.093, 0.171, 0.340, 0.463, 0.242, 0.355, 0.397, -0.665, 0.341, 1.533, 0.314, -0.374, -0.422, 0.268, 0.296, -0.487, -0.378, 0.279, -0.685, -0.416, -0.266, -0.629, -0.452, 0.300, -0.087, -0.342, -0.493, -0.326, 0.642, -0.244, -0.580, -0.573, 0.578, 0.325, 0.341, -0.546, 0.233, 0.277, -0.344, -0.386, -0.291, -1.005, 0.627, -0.710, 0.364